(1)
A structure of composition C4H8FNS, computed with ωB97M-V/def2-TZVPD.

Cartesian coordinates (Å):
C1 0.37423 1.28478 1.05500
C2 0.43537 -0.14008 1.80382
C3 -0.19083 -0.68080 -0.77526
C4 -1.20030 -0.58412 -1.86591
N1 0.59736 0.99532 -0.39101
F1 1.93944 0.55453 -0.42858
S1 -0.67823 -1.22018 0.87200
H1 -0.59076 1.68580 1.15967
H2 1.14272 1.93236 1.47315
H3 1.41967 -0.54704 1.70284
H4 0.32270 -0.24399 2.87954
H5 0.69923 -1.11856 -1.12516
H6 -1.16756 -1.61895 -2.21292
H7 -0.93754 0.12292 -2.76090
H8 -2.16553 -0.42199 -1.38627

Forces on the atoms, in the same order (eV/Å):
C 1.17 -3.17 0.00
C 0.29 0.78 -1.04
C 1.31 4.05 1.68
C 0.09 0.17 -0.50
N -1.69 -1.84 0.24
F 0.70 0.11 -0.03
S -0.55 -0.04 -0.21
H -1.26 0.68 0.03
H 0.02 0.14 -0.38
H 0.83 -0.02 -0.52
H -0.95 0.49 0.08
H 1.20 -0.51 -0.12
H -0.53 0.02 -0.61
H -0.44 -1.23 2.01
H -0.20 0.38 -0.63

As for the relative energy (zero: lowest compared OMol25 entry of this formula, charge and spin): 2.7459 eV. The value obtained for the strongest force on any atom is 0.089 Eh/bohr. For the gap between HOMO and LUMO, the calculation gives 9.90 eV. As for the total energy: -19317.042 eV. Its HOMO energy is -9.0017 eV. The spin multiplicity is 1.

Here are the natural (NBO) charges for atoms 1 to 6, given in e: -0.28, -0.55, -0.16, -0.66, -0.03, -0.31

---

(2)
A structure of composition C34H41N5NiO4S, computed with ωB97M-V/def2-TZVPD.

Cartesian coordinates (Å):
Ni1 -0.09213 -0.35108 0.18462
N1 -2.00785 0.17626 1.05519
C1 -2.66962 -1.03126 1.55729
C2 -1.62913 -1.91144 2.23408
N2 -0.54174 -2.19199 1.29008
H1 -1.76830 0.79662 1.82742
H2 -2.60397 0.67612 0.40963
H3 -3.09529 -1.56218 0.70340
H4 -3.47040 -0.80658 2.26744
H5 -2.10659 -2.82288 2.60425
H6 -1.20945 -1.36590 3.07826
H7 -0.80113 -2.92685 0.64260
H8 0.30350 -2.46300 1.77861
C3 2.44395 5.37261 -0.11865
C4 2.79724 4.22415 0.82753
C5 3.86978 4.67000 1.80679
O1 3.27584 3.10594 0.12084
C6 2.14286 2.31850 -0.17265
C7 1.23750 2.47875 1.08050
O2 1.59187 3.80232 1.48295
C8 1.16098 1.45448 2.26065
O3 0.99674 0.19235 1.75022
C9 -0.09174 1.79807 3.11393
C10 -0.45115 0.86245 4.08658
C11 -1.57359 1.04414 4.87492
C12 -2.36917 2.17355 4.70475
C13 -2.01404 3.11565 3.75596
C14 -0.87762 2.93484 2.96902
C15 2.30833 1.50474 3.28908
C16 3.08034 0.37173 3.49923
C17 4.04230 0.34534 4.49943
C18 4.22681 1.44797 5.31832
C19 3.42691 2.56880 5.14546
C20 2.46684 2.59342 4.14546
C21 2.44113 0.95771 -0.86343
O4 1.20055 0.38451 -1.11113
C22 3.42187 0.02245 -0.14653
C23 3.14574 -1.33925 -0.08819
C24 4.07298 -2.23431 0.42266
C25 5.30640 -1.78332 0.87164
C26 5.59236 -0.42953 0.81560
C27 4.65937 0.46696 0.31268
C28 3.03458 1.31045 -2.25766
C29 2.21689 1.99330 -3.15706
C30 2.64949 2.31588 -4.43225
C31 3.91936 1.94459 -4.85034
C32 4.73111 1.23467 -3.98310
C33 4.29116 0.91336 -2.70434
H9 3.33061 5.66682 -0.67885
H10 2.08493 6.21753 0.46816
H11 1.66107 5.07303 -0.81601
H12 4.72471 5.04476 1.24392
H13 4.18392 3.83034 2.41602
H14 3.47545 5.45847 2.44713
H15 1.57072 2.85846 -0.94482
H16 0.20439 2.49044 0.70509
H17 0.17652 -0.01185 4.20817
H18 -1.82615 0.31082 5.63186
H19 -3.25455 2.31403 5.31212
H20 -2.60798 4.01398 3.63598
H21 -0.60850 3.69836 2.24965
H22 2.89548 -0.49119 2.87537
H23 4.64526 -0.54378 4.64097
H24 4.97245 1.42690 6.10393
H25 3.55130 3.42544 5.79740
H26 1.83238 3.46186 4.03260
H27 2.19324 -1.69458 -0.45754
H28 3.84014 -3.29260 0.45687
H29 6.03649 -2.48188 1.26197
H30 6.54921 -0.06206 1.16596
H31 4.90096 1.51773 0.26415
H32 1.21225 2.27036 -2.85979
H33 1.99257 2.85490 -5.10468
H34 4.26551 2.19907 -5.84421
H35 5.71727 0.91879 -4.30070
H36 4.93901 0.33948 -2.06006
N3 -1.01570 1.50871 -2.21652
N4 -1.60400 0.72773 -3.21122
C34 -1.72298 -0.61279 -3.09918
N5 -2.14972 -1.20679 -4.24108
S1 -1.40714 -1.57680 -1.76711
H37 -1.24980 2.47658 -2.38914
H38 0.01691 1.36377 -2.20880
H39 -1.50124 1.06492 -4.15898
H40 -2.64639 -0.67679 -4.93834
H41 -2.36783 -2.18499 -4.17170

Forces on the atoms, in the same order (eV/Å):
Ni 0.32 0.37 0.20
N 0.36 0.02 -0.08
C 0.13 -0.14 0.05
C -0.17 0.12 -0.02
N 0.16 0.25 -0.34
H -0.07 0.02 -0.07
H 0.01 0.09 -0.09
H -0.06 0.03 0.00
H -0.02 0.01 -0.05
H 0.05 0.00 0.04
H 0.04 -0.08 -0.03
H 0.05 -0.14 0.08
H 0.06 0.06 -0.05
C -0.03 -0.22 0.03
C 0.04 0.43 -0.13
C -0.27 -0.19 -0.06
O 0.16 -0.18 0.19
C -0.32 -0.17 0.01
C 0.13 -0.30 -0.10
O 0.18 -0.01 0.23
C -0.13 0.29 0.03
O -0.17 -0.40 -0.16
C 0.05 0.07 -0.07
C -0.07 0.08 0.03
C 0.04 -0.07 -0.03
C -0.09 0.01 -0.01
C -0.02 0.06 0.04
C -0.03 0.00 -0.02
C -0.10 -0.06 -0.18
C 0.04 0.01 -0.14
C 0.06 -0.02 0.01
C 0.05 -0.07 0.07
C 0.00 0.08 -0.04
C 0.17 0.03 -0.04
C 0.06 0.21 0.13
O -0.46 -0.38 0.08
C -0.17 0.08 -0.01
C -0.01 0.08 0.06
C 0.00 -0.05 0.00
C 0.00 -0.07 0.06
C 0.01 0.08 0.07
C -0.09 -0.03 0.13
C 0.04 -0.22 -0.01
C 0.09 0.09 -0.09
C -0.07 0.01 0.02
C 0.05 -0.01 -0.05
C 0.01 0.01 -0.05
C -0.09 0.10 0.02
H -0.01 0.05 -0.01
H -0.02 0.04 -0.04
H 0.01 0.01 -0.01
H -0.01 0.04 0.04
H 0.03 -0.11 0.13
H 0.05 0.03 0.01
H 0.00 -0.10 0.07
H 0.10 0.11 -0.05
H 0.04 0.01 0.03
H -0.02 0.00 -0.01
H 0.02 0.02 0.02
H -0.02 -0.03 -0.02
H 0.00 -0.01 0.06
H 0.07 -0.02 -0.12
H 0.00 0.00 0.00
H 0.00 0.00 -0.01
H -0.03 0.00 -0.01
H -0.01 0.03 -0.02
H -0.01 0.00 -0.07
H -0.01 0.01 0.00
H -0.01 0.00 -0.01
H 0.00 0.00 0.00
H 0.00 0.05 0.00
H 0.36 0.19 -0.17
H 0.00 0.02 0.00
H 0.00 -0.01 0.00
H 0.00 0.00 0.00
H 0.03 0.01 0.00
N 0.37 -0.11 0.35
N 0.10 -0.30 -0.22
C -0.11 0.31 -0.18
N -0.07 -0.13 -0.08
S 0.12 0.34 0.28
H -0.13 -0.01 -0.01
H -0.82 -0.29 0.49
H -0.01 -0.06 -0.07
H 0.02 0.03 0.01
H 0.02 -0.02 -0.02

The value obtained for the strongest force on any atom is 0.019 Eh/bohr. For the gap between HOMO and LUMO (spin up / spin down), the calculation gives 7.79 / 7.77 eV. As for the total energy: -103443.037 eV. Its HOMO energy (spin up / spin down) is -7.6566 / -7.6410 eV. The spin multiplicity is 3.

Here are the Mulliken charges for atoms 1 to 6, given in e: 0.61, -0.28, -0.77, -0.21, -0.39, -0.03